[1]
53
Properties=species:S:1:pos:R:3:forces:R:3:mulliken_charge:R:1 method="wB97M-V/def2-TZVPD" charge=-1 de_lowest_ev=0.000 e_homo_ev=-3.486 homo_lumo_gap_ev=6.13
O 1.231 0.947 -1.591 2.0 -0.6 -1.4 -0.553
C 0.693 1.766 -0.683 -3.1 1.8 3.6 0.712
O -0.318 1.342 -0.094 -1.6 -2.7 -0.1 -0.714
O 1.077 2.882 -0.358 3.1 1.7 -1.8 -0.773
H 0.830 0.109 -1.351 -0.5 -0.4 -0.3 0.264
C -1.918 -0.973 1.504 1.7 1.1 -0.8 0.262
O -2.589 -1.057 2.726 -1.6 0.4 1.6 -0.352
C -2.927 0.096 3.309 0.5 4.5 -1.6 0.820
O -2.767 1.293 2.869 -0.7 -5.4 2.0 -0.602
O -3.502 -0.205 4.493 1.0 -1.5 -1.6 -0.330
C -3.720 0.761 5.454 -0.5 0.3 0.7 -0.687
H -1.748 -1.977 1.114 -0.3 0.1 0.1 -0.141
H -0.967 -0.505 1.757 0.2 0.0 -0.6 -0.182
H -2.373 -0.283 0.793 -0.2 -0.2 0.0 0.355
H -3.939 0.132 6.317 -0.4 0.5 0.3 0.228
H -4.570 1.372 5.149 0.1 0.3 0.3 0.281
H -2.843 1.359 5.703 -0.1 0.2 -0.4 0.355
C 1.984 -0.505 1.597 -0.7 1.1 -1.0 -0.273
O 1.598 -0.853 2.913 0.0 -0.8 2.0 -0.420
C 0.900 0.014 3.701 0.2 3.8 -4.0 0.818
O 0.524 1.135 3.262 0.9 -3.7 2.3 -0.539
O 0.775 -0.483 4.913 -0.4 -0.7 0.1 -0.390
C -0.024 0.266 5.847 1.2 0.3 -0.2 -0.174
H 1.147 -0.724 0.934 -0.1 0.5 0.0 -0.109
H 2.824 -1.066 1.185 0.2 -0.5 1.0 0.324
H 2.256 0.549 1.535 -0.3 0.1 -0.1 0.359
H 0.056 -0.317 6.764 -0.6 0.0 -0.1 0.260
H -1.025 0.466 5.466 0.2 -0.2 0.1 -0.211
H 0.520 1.196 6.010 -0.4 0.3 0.0 0.333
C -0.222 -4.402 0.187 0.5 -0.3 -0.1 -0.773
O 1.064 -4.058 -0.413 -0.8 -0.3 -0.4 -0.338
C 1.205 -2.920 -1.130 -0.6 -0.5 1.3 0.841
O 0.396 -2.012 -1.061 1.6 -0.8 -1.0 -0.523
O 2.401 -3.063 -1.768 -1.9 0.8 0.2 -0.356
C 2.780 -1.921 -2.546 1.4 0.3 0.5 -0.468
H -1.144 -4.073 -0.292 0.5 0.8 -0.4 0.346
H -0.231 -4.093 1.232 0.1 0.0 -0.1 0.282
H -0.277 -5.486 0.089 0.3 0.0 0.4 0.300
H 2.636 -1.003 -1.976 -0.6 0.1 -0.4 0.190
H 2.392 -1.929 -3.565 -0.4 0.1 0.3 0.283
H 3.867 -1.994 -2.592 0.0 -0.2 -0.3 0.267
C 0.808 3.473 -3.547 1.8 0.6 0.8 -0.303
O 0.008 3.256 -4.679 -0.4 -0.6 -1.8 -0.312
C 0.438 2.500 -5.711 3.0 -1.3 2.7 0.803
O 1.559 1.930 -5.814 -3.4 2.0 -0.1 -0.610
O -0.591 2.354 -6.509 -1.0 1.1 1.4 -0.313
C -0.391 1.614 -7.633 0.4 -0.6 -1.9 -0.643
H 1.715 4.022 -3.798 0.2 0.0 -0.5 0.316
H 1.166 2.565 -3.062 -0.6 0.0 0.0 0.024
H 0.299 4.161 -2.873 -0.4 -0.6 0.0 0.270
H 0.543 1.970 -8.067 0.0 -0.5 -0.5 0.321
H -1.245 1.826 -8.277 0.2 -0.1 -0.2 0.201
H -0.360 0.544 -7.431 0.2 0.0 0.0 0.272


[2]
81
Properties=species:S:1:pos:R:3:forces:R:3:mulliken_charge:R:1 method="wB97M-V/def2-TZVPD" charge=0 e_homo_ev=-7.849 homo_lumo_gap_ev=7.64
C -1.079 1.551 -0.099 -0.3 0.3 0.5 0.783
C -2.381 2.312 -0.156 0.0 0.0 -0.5 0.416
S -2.221 4.082 -0.502 -0.1 0.3 0.0 -0.233
C -0.929 4.131 -1.759 0.1 -0.4 0.3 -0.535
P -1.280 3.357 -3.404 0.5 0.6 -1.0 0.171
O -2.877 2.968 -3.397 -0.3 0.0 0.3 -0.493
H -1.346 0.505 -0.003 0.2 -0.2 -0.1 -0.647
H -0.491 1.841 0.771 0.2 0.0 -0.1 0.608
H -0.508 1.701 -1.007 0.0 -0.2 0.1 -0.649
H -3.004 1.886 -0.942 -0.2 0.0 0.1 0.322
H -2.902 2.267 0.798 -0.2 0.0 -0.1 -0.355
H -0.700 5.179 -1.944 -0.1 0.0 0.1 0.425
H -0.033 3.660 -1.354 0.1 0.1 -0.1 0.144
H -0.708 2.081 -3.249 -0.3 -0.2 0.5 -0.055
H -3.373 3.573 -2.822 0.0 -0.2 0.1 0.333
O 1.400 1.841 -1.935 0.3 0.0 -0.3 -0.479
H 1.956 1.817 -2.728 -0.1 0.0 0.1 0.270
H 1.490 0.968 -1.531 0.2 0.0 0.0 0.114
O 2.919 -0.644 -0.837 -0.5 0.2 0.0 -0.565
H 3.806 -0.282 -0.721 0.1 -0.2 0.1 0.251
H 2.887 -1.339 -0.166 0.1 -0.1 -0.1 0.289
O -2.784 1.793 3.474 -0.2 0.0 0.1 -0.647
H -2.908 1.074 2.841 0.2 0.0 0.0 0.302
H -2.960 2.605 2.989 0.0 0.0 0.0 0.366
O 5.479 -0.916 0.210 0.4 0.0 -0.2 -0.603
H 5.667 -0.797 1.147 -0.2 0.1 0.2 0.258
H 5.844 -1.779 -0.019 -0.2 -0.1 0.0 0.336
O -1.521 -1.825 -0.423 0.2 0.2 0.1 -0.449
H -1.351 -2.771 -0.504 -0.2 0.0 0.1 0.197
H -2.203 -1.668 -1.086 0.0 -0.1 0.1 0.237
O -1.325 -0.980 2.531 0.1 0.0 0.0 -0.642
H -1.407 -0.838 1.580 0.0 -0.2 -0.1 0.189
H -0.370 -0.992 2.681 -0.2 0.0 -0.1 0.357
O 7.303 -0.759 -2.256 0.0 0.0 0.0 -0.636
H 6.645 -0.489 -1.604 0.0 0.1 0.1 0.341
H 7.743 0.055 -2.519 0.0 0.0 0.0 0.316
O 0.439 -2.867 -2.085 0.3 -0.2 -0.1 -0.596
H 0.487 -2.545 -2.996 0.2 0.1 0.0 0.214
H 0.474 -2.073 -1.537 -0.2 0.1 -0.1 0.330
O 1.570 -0.836 3.542 -0.1 -0.2 0.1 -0.655
H 2.481 -0.787 3.857 0.0 0.1 -0.2 0.193
H 1.014 -0.784 4.328 0.0 0.1 0.0 0.314
O 1.538 -1.248 -4.369 -0.1 0.0 0.0 -0.621
H 1.500 -1.153 -5.326 0.0 -0.1 0.0 0.295
H 2.479 -1.237 -4.159 0.0 0.1 0.1 0.319
O -4.360 5.445 1.977 0.0 -0.1 -0.2 -0.634
H -4.644 6.312 1.673 0.0 0.0 0.1 0.286
H -3.668 5.190 1.353 0.1 0.1 0.0 0.272
O -4.065 -0.158 0.876 -0.1 -0.1 0.1 -0.547
H -3.849 -1.099 0.824 0.0 0.0 0.1 0.227
H -4.727 -0.017 0.189 0.0 0.1 0.0 0.311
O -3.864 -3.369 -0.902 -0.3 0.1 -0.2 -0.541
H -3.584 -4.292 -0.950 0.2 0.0 0.2 0.288
H -4.588 -3.282 -1.530 0.0 -0.1 0.0 0.276
O 1.788 1.201 1.437 0.0 0.1 0.0 -0.625
H 2.192 0.755 0.683 0.0 -0.1 0.0 0.331
H 1.676 0.525 2.118 0.0 0.0 0.0 0.355
O 2.029 1.669 -5.117 -0.1 0.0 0.0 -0.633
H 1.641 2.458 -5.513 0.0 0.0 0.0 0.323
H 1.270 1.107 -4.921 0.0 0.0 0.1 0.304
O 4.704 -0.217 3.179 0.1 -0.3 -0.1 -0.608
H 5.379 0.448 3.345 -0.2 0.2 0.1 0.274
H 4.917 -0.922 3.810 0.2 0.1 0.1 0.391
O -5.992 1.622 2.468 0.2 -0.5 0.4 -0.685
H -5.829 1.783 3.403 0.0 0.1 0.0 0.329
H -5.354 0.932 2.234 0.0 0.0 -0.1 0.346
O 0.860 -5.301 -0.527 0.0 0.0 0.1 -0.650
H 0.655 -5.994 -1.161 -0.1 0.0 0.0 0.328
H 0.750 -4.474 -1.024 0.0 0.0 -0.1 0.386
O 3.556 -3.587 -0.949 0.1 0.1 -0.1 -0.575
H 3.440 -4.543 -0.947 -0.1 0.0 0.1 0.300
H 2.949 -3.271 -1.628 0.0 0.0 0.0 0.293
O 5.564 -1.865 5.477 0.0 0.0 0.0 -0.637
H 6.461 -1.837 5.826 0.0 0.0 0.0 0.307
H 4.995 -1.932 6.250 0.0 0.0 0.0 0.309
O -2.213 -5.303 0.504 0.0 0.0 0.0 -0.606
H -1.286 -5.203 0.756 0.1 -0.1 -0.2 0.296
H -2.705 -5.316 1.330 0.0 0.1 0.0 0.307
O -6.458 3.383 0.585 0.3 0.3 -0.4 -0.663
H -5.890 4.160 0.552 -0.1 0.1 0.0 0.321
H -6.078 2.859 1.310 -0.3 0.0 0.0 0.413


[3]
62
Properties=species:S:1:pos:R:3:forces:R:3:mulliken_charge:R:1 method="wB97M-V/def2-TZVPD" charge=+1 de_lowest_ev=0.000 e_homo_ev="-11.089 / -11.090" homo_lumo_gap_ev="6.92 / 6.92"
Rh 0.744 0.274 -1.287 -0.3 -0.1 -0.2 -0.104
C 1.645 -3.174 -1.197 0.0 0.0 0.1 -1.445
C 0.482 -2.663 -0.411 -0.1 0.0 -0.3 0.307
C -0.434 -3.412 0.328 0.0 0.0 0.0 -1.256
C -1.410 -2.531 0.752 -0.1 0.0 -0.1 0.694
C -2.642 -2.799 1.546 0.0 0.0 0.0 -1.390
N -1.094 -1.310 0.283 0.2 -0.1 0.1 0.849
N 0.068 -1.392 -0.418 0.1 0.1 0.2 0.617
B -1.951 -0.035 0.196 -0.1 0.0 -0.1 -1.042
N -2.243 0.233 -1.290 0.0 0.0 -0.1 0.635
N -1.187 0.377 -2.126 0.1 0.1 -0.1 0.424
C -1.658 0.525 -3.364 0.0 0.0 0.0 0.190
C -0.769 0.658 -4.555 0.0 0.0 0.0 -1.405
C -3.056 0.488 -3.320 0.0 0.0 0.0 -1.364
C -3.389 0.295 -1.992 0.0 0.0 0.0 1.019
C -4.732 0.158 -1.359 0.0 0.0 0.0 -1.243
N -1.123 1.162 0.705 0.0 -0.1 0.1 0.629
N 0.077 1.456 0.147 0.2 0.0 0.0 1.102
C 0.544 2.578 0.710 0.0 0.1 0.0 0.142
C 1.815 3.280 0.374 0.0 -0.1 0.0 -1.541
C -0.390 3.007 1.653 0.0 0.0 0.0 -1.378
C -1.424 2.091 1.625 0.0 0.0 0.0 0.871
C -2.684 2.060 2.420 0.0 0.0 0.0 -1.388
H 1.562 -4.256 -1.282 0.0 0.0 0.0 0.423
H 2.603 -2.926 -0.742 -0.1 0.0 0.0 0.133
H 1.652 -2.752 -2.202 0.0 0.0 0.0 0.305
H -0.395 -4.473 0.508 0.0 0.0 0.0 0.502
H -2.667 -3.847 1.836 0.0 0.0 0.0 0.411
H -3.540 -2.583 0.967 0.0 0.0 0.0 0.232
H -2.672 -2.192 2.450 0.0 0.0 0.0 0.271
H -2.956 -0.151 0.821 0.0 0.0 0.0 -0.017
H 0.279 0.532 -4.292 0.0 0.0 0.0 0.245
H -0.888 1.633 -5.028 0.0 0.0 0.0 0.319
H -1.026 -0.096 -5.299 0.0 0.0 0.0 0.363
H -3.734 0.574 -4.151 0.0 0.0 0.0 0.508
H -5.506 0.258 -2.115 0.0 0.0 0.0 0.358
H -4.892 0.924 -0.600 0.0 0.0 0.0 0.247
H -4.845 -0.815 -0.881 0.0 0.0 0.0 0.247
H 2.530 2.637 -0.132 0.0 -0.1 0.0 0.251
H 2.290 3.608 1.295 0.0 0.1 0.1 0.442
H 1.608 4.174 -0.216 0.0 0.0 -0.1 0.307
H -0.308 3.879 2.279 0.0 0.0 0.0 0.520
H -2.697 2.898 3.113 0.0 0.0 0.0 0.376
H -2.767 1.137 2.993 0.0 0.0 0.0 0.280
H -3.559 2.134 1.775 0.0 0.0 0.0 0.258
C 3.439 1.037 2.513 0.0 0.1 -0.1 -1.039
Si 3.454 -0.514 1.480 0.2 -0.1 0.1 0.419
C 2.232 -1.703 2.231 -0.1 -0.1 -0.2 -0.763
C 5.169 -1.240 1.432 0.0 0.0 0.0 -1.108
Se 3.063 -0.031 -0.759 0.0 0.2 0.3 -0.334
H 3.765 0.791 3.527 0.0 0.0 0.0 0.457
H 2.436 1.461 2.581 0.0 0.0 0.0 0.221
H 4.122 1.788 2.115 0.0 0.1 0.0 0.278
H 2.501 -1.877 3.276 0.0 0.1 0.0 0.534
H 2.226 -2.672 1.729 0.0 0.0 0.0 0.261
H 1.219 -1.299 2.210 -0.1 0.0 0.0 -0.010
H 5.508 -1.485 2.442 0.0 0.0 0.0 0.347
H 5.882 -0.537 0.999 0.0 0.0 0.0 0.320
H 5.193 -2.155 0.838 0.0 0.0 0.0 0.321
O 1.405 1.920 -2.453 0.0 0.0 -0.1 -0.434
H 0.825 2.692 -2.470 0.1 0.0 0.0 0.331
H 2.301 2.199 -2.210 0.0 0.0 0.0 0.293


[4]
12
Properties=species:S:1:pos:R:3:forces:R:3:mulliken_charge:R:1 method="wB97M-V/def2-TZVPD" charge=0 de_lowest_ev=2.261 e_homo_ev=-10.155 homo_lumo_gap_ev=10.18 smiles="N[C@H]1C(=O)n2nnnc21"
C -0.696 -0.404 -0.570 -1.8 0.1 1.4 0.191
C -0.666 1.167 -0.253 0.3 1.1 1.6 0.329
C 0.781 -0.340 -0.425 0.5 2.1 -0.2 0.200
H -2.318 -1.156 0.633 1.6 0.2 -0.9 0.250
H -0.818 -1.270 1.464 -1.1 0.5 -3.6 0.281
H -1.203 -0.610 -1.481 0.1 -0.3 -1.1 0.311
N -1.285 -1.234 0.433 -0.4 -0.8 4.2 -0.616
N 0.794 1.037 -0.252 1.7 -1.9 0.2 0.359
N 2.074 1.317 0.229 -0.7 2.2 -0.3 -0.280
N 2.750 0.283 0.219 -1.6 -1.9 -0.4 -0.121
N 1.905 -0.868 -0.153 1.1 -0.2 0.1 -0.425
O -1.318 2.078 0.156 0.2 -1.3 -1.0 -0.480


[5]
76
Properties=species:S:1:pos:R:3:forces:R:3:mulliken_charge:R:1 method="wB97M-V/def2-TZVPD" charge=+1 de_lowest_ev=3.291 e_homo_ev="-9.855 / -9.853" homo_lumo_gap_ev="6.27 / 6.21"
Os -0.148 -0.568 1.266 -0.8 0.0 -0.4 -0.157
C -2.369 -1.697 2.993 0.0 0.0 0.0 -0.936
N -1.912 -0.394 2.470 0.0 0.0 0.1 0.274
C -1.440 0.479 3.575 -0.1 0.1 0.0 -0.985
C -0.070 0.028 4.060 0.1 0.1 -0.1 -0.699
N 0.705 -0.525 2.927 0.1 0.0 0.3 1.015
C 2.013 -0.954 3.273 0.0 0.0 0.0 -0.612
C 2.912 -0.211 4.036 0.0 0.1 0.0 0.114
F 2.591 0.994 4.519 0.0 -0.1 -0.1 -0.360
C 4.184 -0.672 4.329 0.0 0.0 0.0 0.222
F 5.008 0.079 5.050 0.0 0.0 0.0 -0.287
C 4.599 -1.907 3.864 0.0 0.1 0.0 0.587
F 5.816 -2.352 4.135 0.0 0.0 0.0 -0.290
C 3.722 -2.675 3.120 0.0 0.0 0.0 0.303
F 4.097 -3.872 2.673 0.0 0.0 0.0 -0.292
C 2.455 -2.203 2.840 0.1 -0.1 0.0 0.340
F 1.656 -2.999 2.124 0.0 0.0 0.0 -0.292
C -2.949 0.255 1.658 0.0 0.0 0.0 -1.224
C -3.231 -0.483 0.353 -0.3 0.2 -0.1 -0.810
N -2.045 -0.918 -0.402 0.7 -0.5 1.0 1.524
C -2.214 -1.931 -1.378 -0.3 0.1 -0.4 -0.739
C -3.128 -1.773 -2.418 0.0 0.0 0.0 0.004
F -3.780 -0.611 -2.531 0.0 0.0 0.0 -0.391
C -3.359 -2.766 -3.349 0.0 0.0 0.0 0.551
F -4.233 -2.586 -4.328 0.0 0.0 0.0 -0.287
C -2.646 -3.954 -3.257 0.0 0.0 0.0 0.476
F -2.849 -4.911 -4.141 0.0 0.0 0.0 -0.273
C -1.719 -4.135 -2.241 0.0 0.0 0.0 0.324
F -1.044 -5.270 -2.155 0.0 0.0 0.0 -0.279
C -1.516 -3.133 -1.306 0.1 0.0 0.1 -0.254
F -0.633 -3.339 -0.336 -0.1 0.0 -0.1 -0.239
H -3.243 -1.556 3.637 0.0 0.0 0.0 0.300
H -1.565 -2.159 3.562 0.0 0.0 0.0 0.305
H -2.621 -2.362 2.171 0.0 0.0 0.0 0.267
H -2.165 0.495 4.394 0.0 0.0 0.0 0.416
H -1.349 1.488 3.170 0.0 0.0 0.0 0.286
H -0.114 -0.720 4.856 -0.1 0.0 0.0 0.420
H 0.432 0.909 4.456 0.0 -0.1 0.1 0.451
H -2.611 1.268 1.445 0.0 0.0 0.0 0.211
H -3.897 0.320 2.207 0.0 0.0 0.0 0.512
H -3.862 0.173 -0.251 0.0 -0.1 0.0 0.323
H -3.800 -1.395 0.533 0.1 0.0 0.0 0.589
C -0.532 -0.088 -3.085 0.0 0.0 0.1 -2.197
C -0.093 -0.248 -1.659 0.0 0.1 -0.1 0.823
N -1.016 0.070 -0.564 0.5 0.4 -0.2 1.083
O -1.546 1.366 -0.731 -0.1 -0.2 -0.1 -0.245
C 1.132 -0.609 -1.290 0.1 -0.1 0.2 -0.266
C 2.228 -0.960 -2.229 0.0 0.0 -0.1 -1.714
N 1.404 -0.638 0.160 0.3 0.0 -0.2 1.286
O 2.605 -0.598 0.436 -0.3 -0.1 -0.1 -0.761
H -1.536 0.329 -3.174 0.0 0.0 0.0 0.466
H -0.539 -1.049 -3.603 0.0 0.0 0.0 0.336
H 0.153 0.578 -3.611 0.0 0.0 0.0 0.280
H -1.709 1.497 -1.682 0.0 0.0 0.0 0.332
H 1.886 -1.702 -2.952 0.0 0.0 0.0 0.430
H 3.081 -1.352 -1.683 0.0 0.0 0.0 0.419
H 2.547 -0.080 -2.792 0.0 0.0 0.0 0.248
C -0.657 4.162 0.097 0.0 0.1 0.0 -1.042
N 0.498 3.494 -0.460 0.0 0.0 0.0 0.306
C 1.514 2.946 0.259 0.0 -0.1 0.0 -0.637
Se 1.706 2.851 2.060 0.0 0.0 0.1 -0.148
N 2.402 2.456 -0.650 0.0 0.0 0.0 0.251
C 1.975 2.704 -1.944 0.0 0.0 0.0 0.159
C 2.531 2.453 -3.186 0.0 0.0 0.0 -0.902
C 1.794 2.832 -4.302 0.0 0.0 0.0 -0.623
C 0.546 3.441 -4.176 0.0 0.0 0.0 -0.824
C 0.000 3.717 -2.926 0.0 0.0 0.0 -0.491
C 0.743 3.348 -1.816 0.0 0.0 -0.1 0.722
H -0.509 4.245 1.171 0.0 0.0 0.0 0.316
H -1.560 3.586 -0.109 0.0 0.1 0.1 0.275
H -0.751 5.157 -0.336 0.0 0.0 0.0 0.373
H 3.253 2.003 -0.355 0.0 0.0 0.0 0.332
H 3.513 2.009 -3.290 0.0 0.0 0.0 0.617
H 2.203 2.662 -5.289 0.0 0.0 0.0 0.419
H 0.006 3.732 -5.066 0.0 0.0 0.0 0.421
H -0.948 4.229 -2.828 0.0 0.0 0.0 0.548


[6]
34
Properties=species:S:1:pos:R:3:forces:R:3:mulliken_charge:R:1 method="wB97M-V/def2-TZVPD" charge=0 de_lowest_ev=14.672 e_homo_ev=-9.091 homo_lumo_gap_ev=8.92
C -1.703 -0.882 -1.458 0.6 -1.3 -4.1 0.414
C -0.782 -0.747 -0.250 1.3 -2.3 4.4 -0.108
C -0.727 -1.616 -2.508 2.9 -2.2 0.0 -0.930
C 0.554 -0.795 -2.873 -3.0 -2.1 -1.5 -0.743
C 1.936 1.034 -4.119 0.3 0.9 0.5 -0.637
C -0.354 0.296 1.975 2.5 -0.6 -2.6 0.166
C -1.238 1.102 2.909 -2.9 -0.3 -1.0 0.180
C 1.214 0.755 1.843 -1.6 -0.6 5.3 -0.712
C 2.067 -0.399 2.389 4.1 -0.1 4.4 0.453
H -3.090 -0.439 -2.748 2.4 4.4 1.7 0.382
H -1.722 0.899 -2.975 -2.2 -2.2 3.0 0.258
H -2.555 -1.710 -1.492 1.7 2.0 1.7 0.267
H -0.154 -2.559 -2.024 -2.0 1.9 -0.5 0.303
H -1.051 -2.083 -3.518 -0.6 1.3 1.8 0.328
H 1.107 -0.459 -2.083 1.8 -0.5 2.5 0.392
H 1.109 -1.459 -3.574 -0.2 0.9 0.3 0.490
H 2.648 -0.054 -3.319 -1.6 3.9 -2.6 0.224
H 2.157 0.831 -5.526 -0.8 0.8 4.8 0.252
H 1.948 2.481 -3.612 1.1 -4.4 -2.0 0.235
H -1.418 1.098 0.164 -0.4 0.6 0.6 0.325
H -0.118 -0.832 2.077 -1.9 1.7 0.8 0.706
H 1.376 1.614 2.658 0.3 -1.2 -2.8 0.306
H 1.345 0.709 0.806 0.7 1.4 -1.4 0.372
H 2.873 -2.215 1.905 -4.4 0.7 2.2 0.377
H 1.147 -1.897 1.293 0.2 0.2 3.4 0.516
H -1.393 1.763 4.681 0.8 -2.3 -1.2 0.394
N -2.358 0.400 -2.128 -1.2 -4.0 -3.0 -0.695
N -0.824 0.396 0.565 -0.7 -3.1 -1.8 -0.261
N 1.502 -1.813 2.413 6.2 1.2 -6.0 -0.748
O -0.068 -1.805 0.147 -3.0 4.4 -2.1 -0.874
O -2.248 1.708 2.535 2.5 -0.7 0.3 -0.583
O 3.183 -0.114 3.023 -5.3 -1.4 -3.4 -0.603
O -0.966 0.947 4.201 0.0 2.4 1.3 -0.439
S 0.158 0.817 -3.459 2.5 0.7 -2.7 -0.007


Computed strongest force on any atom, in the same sequence as the records: 5.8; 1.3; 0.4; 4.3; 1.3; 8.7 eV/Å.